DFT (the ωB97M-V functional and the def2-TZVPD basis) results for a molecular structure, C49H62FN6O10PW at a distorted geometry.

The geometry in ORCA input format:
```
! wB97M-V def2-TZVPD RIJCOSX def2/J DEFGRID3
* xyz 0 3
W -0.0282 -0.4427 -0.3150
C -2.2404 1.5974 0.8816
N -1.5361 1.4264 -0.4209
C -2.5736 1.3756 -1.4615
C -0.6685 2.5951 -0.5590
C -1.0759 3.7948 -1.1111
C -0.2636 4.9173 -1.0099
C 0.9296 4.8261 -0.3125
C 1.3492 3.6208 0.2295
C 0.5696 2.4724 0.0737
N 0.8848 1.1966 0.5321
C 2.1458 1.0237 1.2011
C 3.3243 1.2965 0.5116
C 4.5661 1.0180 1.0566
C 4.6468 0.4426 2.3158
C 3.4831 0.1851 3.0231
C 2.2280 0.4776 2.4874
N 1.0349 0.1889 3.1849
C 0.3264 1.3746 3.6338
C 1.1065 -0.8288 4.2080
H -2.7196 2.5790 0.9045
H -1.5256 1.5211 1.6968
H -3.0021 0.8292 0.9855
H -3.2350 2.2424 -1.3897
H -3.1777 0.4869 -1.2954
H -2.1075 1.3453 -2.4432
H -2.0277 3.8726 -1.6160
H -0.5755 5.8532 -1.4524
H 1.5574 5.7001 -0.1948
H 2.2893 3.5717 0.7586
H 3.2515 1.6841 -0.4936
H 5.4617 1.2234 0.4850
H 5.6070 0.1924 2.7467
H 3.5466 -0.2533 4.0090
H 0.8472 1.8758 4.4636
H -0.6738 1.0947 3.9714
H 0.2311 2.0854 2.8143
H 1.6123 -0.4985 5.1286
H 1.6284 -1.7033 3.8193
H 0.0916 -1.1272 4.4750
C 0.0371 -5.0280 1.2806
C -1.1707 -4.1269 1.0245
C -2.3451 -4.6011 1.8866
C -1.5619 -4.0578 -0.4453
C -1.6451 -5.2452 -1.1587
C -1.9890 -5.2589 -2.5010
C -2.2744 -4.0657 -3.1313
C -2.2163 -2.8496 -2.4532
C -2.6194 -1.5968 -3.1956
C -1.9185 -1.4230 -4.5414
C -4.1375 -1.5316 -3.3878
C -1.8474 -2.8387 -1.1028
N -1.7716 -1.6108 -0.3271
C -2.8047 -1.5369 0.6091
C -4.1341 -1.8742 0.3345
C -5.1160 -1.7990 1.3107
C -4.8047 -1.3912 2.6018
C -3.4926 -1.0514 2.9056
C -2.5457 -1.1309 1.9122
F -1.2540 -0.7850 2.1939
H 0.2862 -5.0240 2.3438
H 0.9204 -4.6989 0.7368
H -0.1553 -6.0636 0.9973
H -0.8910 -3.1224 1.3490
H -2.6239 -5.6245 1.6233
H -3.2246 -3.9720 1.7552
H -2.0704 -4.5896 2.9434
H -1.4333 -6.1822 -0.6594
H -2.0381 -6.1930 -3.0453
H -2.5602 -4.0707 -4.1763
H -2.3131 -0.7693 -2.5708
H -2.1681 -2.2254 -5.2400
H -0.8386 -1.3836 -4.4242
H -2.2364 -0.4841 -5.0018
H -4.4979 -2.4063 -3.9330
H -4.4077 -0.6459 -3.9670
H -4.6772 -1.4837 -2.4407
H -4.3822 -2.2344 -0.6545
H -6.1316 -2.0714 1.0564
H -5.5680 -1.3343 3.3651
H -3.1911 -0.7311 3.8944
O 0.7214 -2.2873 -1.3251
C 1.5797 -2.3680 -0.4159
O 1.4263 -1.6253 0.6094
C 2.7838 -3.2157 -0.5458
C 3.9110 -2.9072 0.2050
C 5.0460 -3.6667 -0.0065
C 5.1099 -4.7003 -0.9216
C 3.9577 -4.9634 -1.6382
C 2.7902 -4.2461 -1.4765
N 3.9895 -6.0450 -2.6497
O 5.0296 -6.6592 -2.7755
O 2.9716 -6.2412 -3.2841
N 6.2657 -3.3584 0.7797
O 6.1872 -2.4616 1.5944
O 7.2569 -4.0234 0.5526
H 3.9068 -2.0840 0.9076
H 6.0146 -5.2684 -1.0699
H 1.9092 -4.4764 -2.0583
C 1.2092 -2.7467 -4.5779
C 2.2077 -1.6108 -4.7273
C 2.4593 -1.3156 -6.1975
C 3.5190 -1.9252 -4.0199
O 1.5752 -0.3797 -4.2332
P 1.5056 0.3496 -2.8299
O 2.5348 -0.0944 -1.8597
O 0.0725 0.1947 -2.2343
O 1.5063 1.8706 -3.2261
C 2.4555 2.6161 -4.0409
C 2.4251 4.0178 -3.4566
C 1.9360 2.6007 -5.4692
C 3.8544 2.0275 -3.9435
H 1.6680 -3.6813 -4.9059
H 0.3294 -2.5681 -5.1957
H 0.8819 -2.8544 -3.5450
H 2.8879 -2.1936 -6.6829
H 3.1577 -0.4859 -6.3112
H 1.5252 -1.0630 -6.6994
H 3.8675 -2.8981 -4.3728
H 3.4007 -1.9465 -2.9427
H 4.2880 -1.1902 -4.2594
H 1.4040 4.3985 -3.4463
H 3.0481 4.6852 -4.0533
H 2.7942 4.0097 -2.4305
H 0.9632 3.0901 -5.5231
H 1.8368 1.5782 -5.8305
H 2.6275 3.1365 -6.1222
H 4.1477 1.8887 -2.9027
H 4.5593 2.7107 -4.4192
H 3.9197 1.0689 -4.4552
*
```

energy above the lowest of the compared OMol25 structures with the same formula, charge and spin	2.5	kcal per mole
HOMO energy (spin up / spin down)	-6.9473 / -7.5677	eV
⟨S²⟩	2.01

These are the Löwdin partial charges, in e, on atoms 1 to 5:
1. W 1.856
2. C -0.032
3. N -0.249
4. C -0.071
5. C -0.215